No. 1
{"formula": "C11H14ClNS", "method": "ωB97M-V/def2-TZVPD", "elements": ["Cl", "C", "C", "C", "C", "C", "C", "C", "N", "C", "C", "S", "C", "C", "H", "H", "H", "H", "H", "H", "H", "H", "H", "H", "H", "H", "H", "H"], "xyz": [[0.41615, -3.01535, 0.11376], [-0.54345, -1.97881, 1.15006], [-1.52846, -2.60634, 1.87024], [-2.33494, -1.84786, 2.73054], [-2.05854, -0.50717, 2.91792], [-1.02225, 0.04921, 2.22058], [-0.29072, -0.65601, 1.25416], [0.78679, 0.08480, 0.50694], [0.40410, 0.24959, -0.86887], [-0.66855, 1.26400, -1.13542], [-0.28545, 2.69215, -1.11478], [0.96212, 3.04917, -2.40579], [2.17741, 1.88274, -1.77147], [1.55567, 0.43887, -1.70656], [-1.77788, -3.68663, 1.49999], [-3.08988, -2.32636, 3.32236], [-2.40694, 0.00903, 3.88311], [-0.71458, 1.05233, 2.39431], [1.05571, 1.06890, 1.02355], [1.75170, -0.42261, 0.58363], [-1.51671, 1.03423, -0.46506], [-1.05237, 0.95956, -2.15645], [-1.22505, 3.11508, -1.46493], [-0.08167, 3.13407, -0.13377], [2.98097, 1.88867, -2.56220], [2.42904, 2.24298, -0.73767], [2.41044, -0.27419, -1.38508], [1.21485, 0.03861, -2.69421]], "nbo_charge": [-0.013, -0.002, -0.227, -0.201, -0.226, -0.179, -0.074, -0.232, -0.454, -0.243, -0.566, 0.195, -0.573, -0.227, 0.238, 0.218, 0.222, 0.208, 0.164, 0.221, 0.217, 0.212, 0.238, 0.217, 0.241, 0.216, 0.201, 0.208], "homo_lumo_gap_ev": 9.04, "homo_ev": -8.2, "smiles": "Clc1ccccc1CN1CCSCC1", "e_above_lowest_kcal_mol": 9.7, "total_energy_ev": -36480.85191, "lumo_energy_ev": 0.796}



No. 2
{"formula": "C11H14F3NO2S", "method": "ωB97M-V/def2-TZVPD", "elements": ["C", "C", "C", "C", "C", "C", "C", "C", "F", "F", "F", "C", "C", "C", "S", "N", "O", "O", "H", "H", "H", "H", "H", "H", "H", "H", "H", "H", "H", "H", "H", "H"], "xyz": [[0.54154, 2.96083, 0.29619], [-0.74213, 2.14468, 0.15435], [-0.93429, 1.72897, -1.30126], [-0.79568, 0.92839, 1.11087], [-0.00908, -0.25290, 0.64073], [1.38410, -0.21866, 0.64176], [2.12629, -1.27899, 0.14310], [3.62592, -1.16198, 0.16693], [4.11110, -1.13887, 1.42152], [4.04923, -0.02348, -0.41331], [4.24866, -2.16392, -0.46383], [1.50501, -2.41861, -0.34882], [0.12428, -2.48354, -0.30175], [-0.61316, -1.41954, 0.18343], [-2.37939, -1.72699, 0.30305], [-3.03939, -0.72430, -0.88235], [-2.88360, -1.27041, 1.56351], [-2.61379, -3.08891, -0.07932], [0.43933, 3.89953, -0.24419], [0.74661, 3.19349, 1.33870], [1.39287, 2.43189, -0.12373], [-1.57766, 2.79114, 0.44367], [-1.82298, 1.11484, -1.41271], [-1.03349, 2.61078, -1.93010], [-0.07614, 1.15794, -1.65029], [-0.41228, 1.24335, 2.08403], [-1.83211, 0.62509, 1.24072], [1.89794, 0.64020, 1.04420], [2.08770, -3.23816, -0.73803], [-0.40635, -3.36365, -0.62713], [-3.24684, -1.24627, -1.71930], [-3.86221, -0.25195, -0.54063]], "nbo_charge": [-0.610, -0.196, -0.627, -0.447, 0.014, -0.189, -0.114, 0.971, -0.322, -0.324, -0.319, -0.189, -0.204, -0.248, 2.288, -1.077, -0.934, -0.938, 0.214, 0.205, 0.202, 0.202, 0.230, 0.210, 0.201, 0.224, 0.239, 0.233, 0.238, 0.253, 0.405, 0.408], "homo_lumo_gap_ev": 10.17, "homo_ev": -10.0, "smiles": "CC(C)Cc1cc(C(F)(F)F)ccc1S(N)(=O)=O", "e_above_lowest_kcal_mol": 2.7, "total_energy_ev": -36207.47937, "lumo_energy_ev": 0.200}



No. 3
{"formula": "C11H14FIMnN7O2S2", "method": "ωB97M-V/def2-TZVPD", "elements": ["Mn", "N", "C", "N", "C", "C", "S", "C", "C", "S", "C", "N", "N", "H", "H", "H", "H", "H", "H", "F", "N", "C", "C", "O", "O", "H", "H", "H", "H", "H", "I", "C", "C", "N", "N", "C", "H", "H", "H"], "xyz": [[0.23022, 0.03723, 0.46969], [3.07547, 2.31916, -0.14834], [3.33508, 0.99285, -0.11567], [2.41348, 0.05774, -0.09406], [3.00257, -1.20126, -0.01801], [4.34452, -1.21466, 0.01922], [4.95001, 0.39527, -0.06186], [2.11322, -2.36488, 0.05891], [2.43882, -3.65606, -0.12666], [1.06854, -4.65612, 0.17683], [0.13162, -3.25633, 0.51509], [0.78393, -2.13020, 0.39363], [-1.18914, -3.32461, 0.85755], [2.15966, 2.62500, -0.43638], [3.83106, 2.96594, -0.28940], [5.00739, -2.05772, 0.12420], [3.38857, -4.07947, -0.41352], [-1.53839, -4.21972, 1.15700], [-1.53841, -2.53928, 1.38772], [0.03179, 0.59165, 2.28092], [-5.05203, -1.01567, -0.49216], [-3.86153, -0.82953, -1.30667], [-2.66447, -0.57465, -0.41858], [-1.56670, -0.31816, -0.87772], [-2.90447, -0.64884, 0.87496], [-5.53817, -1.87356, -0.70836], [-5.70562, -0.25133, -0.58750], [-3.87736, -0.83910, 0.93250], [-3.93671, 0.00464, -2.00378], [-3.62361, -1.71539, -1.89525], [0.39473, 6.12049, -1.48815], [0.15502, 4.36261, -0.46137], [0.19128, 4.17631, 0.90790], [0.00404, 2.86953, 1.12383], [-0.15410, 2.18520, -0.01523], [-0.06489, 3.08546, -0.99487], [0.33424, 4.87587, 1.71527], [0.01079, 2.31192, 1.98513], [-0.18044, 2.78965, -2.02681]], "nbo_charge": [1.604, -0.784, 0.277, -0.641, 0.084, -0.421, 0.440, 0.187, -0.443, 0.445, 0.263, -0.647, -0.799, 0.414, 0.412, 0.259, 0.260, 0.406, 0.414, -0.825, -0.859, -0.355, 0.811, -0.667, -0.665, 0.394, 0.392, 0.527, 0.239, 0.244, 0.233, -0.328, -0.039, -0.313, -0.403, -0.077, 0.248, 0.475, 0.238], "multiplicity": 6, "homo_lumo_gap_ev": [8.84, 8.80], "homo_ev": [-10.9, -10.9], "total_charge": 1, "total_energy_ev": -89967.67723, "lumo_energy_ev": [-2.046, -2.073]}



No. 4
{"formula": "C11H14FN2", "method": "ωB97M-V/def2-TZVPD", "elements": ["C", "C", "C", "C", "C", "C", "C", "C", "C", "C", "C", "N", "N", "F", "H", "H", "H", "H", "H", "H", "H", "H", "H", "H", "H", "H", "H", "H"], "xyz": [[-0.39550, 0.84055, 2.67850], [0.78268, 2.58705, 1.49506], [-0.08996, 1.44582, 3.87984], [1.08513, 3.20014, 2.69031], [0.02481, 1.40450, 1.46926], [0.64866, 2.61975, 3.87308], [-0.61747, 1.14487, -1.00631], [-0.24894, 0.82308, 0.20427], [-0.55235, 0.33821, -2.27173], [0.98489, -1.30847, -1.26824], [0.43481, -1.33850, 0.13549], [-0.83467, -2.06768, 0.07850], [-0.20730, -1.07357, -2.09653], [0.95510, 3.20171, 5.03366], [-0.96750, -0.07446, 2.68061], [1.11849, 3.01847, 0.56585], [-0.41186, 1.02329, 4.81850], [1.65721, 4.11354, 2.72372], [-1.01988, 2.14220, -1.16999], [-1.52556, 0.38287, -2.77100], [0.17492, 0.84371, -2.92674], [1.74371, -0.53008, -1.37564], [1.43746, -2.26564, -1.55440], [1.07902, -1.50340, 0.98115], [-0.73558, -3.07909, 0.21619], [-1.55208, -1.70967, 0.70890], [-1.02438, -1.78792, -1.00395], [-0.12227, -1.50427, -3.01198]], "nbo_charge": [-0.140, -0.147, -0.271, -0.259, -0.209, 0.430, -0.286, 0.169, -0.246, -0.286, -0.080, -0.764, -0.628, -0.297, 0.203, 0.225, 0.246, 0.246, 0.248, 0.234, 0.216, 0.230, 0.215, 0.235, 0.419, 0.434, 0.455, 0.410], "homo_lumo_gap_ev": [8.38, 8.38], "homo_ev": [-11.7, -11.7], "total_charge": 1, "e_above_lowest_kcal_mol": 105.7, "total_energy_ev": -17322.68356, "lumo_energy_ev": [-3.332, -3.332]}